{
  "formula": "C3H3F5",
  "method": "ωB97M-V/def2-TZVPD",
  "elements": ["F", "F", "F", "F", "F", "C", "C", "C", "H", "H", "H"],
  "coordinates": [[-1.515, -1.102, -0.728], [1.135, -1.077, -1.215], [-1.506, 1.103, -0.715], [2.386, -0.013, 0.194], [1.144, 1.086, -1.203], [-1.330, -0.005, 0.073], [0.095, -0.011, 0.639], [1.197, 0.002, -0.411], [0.212, -0.859, 1.270], [0.201, 0.855, 1.212], [-2.019, 0.020, 0.883]],
  "forces_ev_per_angstrom": [[-0.3, 0.4, 0.5], [0.1, 0.2, 0.1], [-0.2, -0.4, 0.3], [0.4, 0.1, 0.1], [0.1, -0.1, 0.2], [1.8, 0.0, -1.1], [-0.6, -0.4, -1.9], [-0.7, -0.3, -0.2], [0.2, -0.8, 0.5], [0.2, 1.5, 1.0], [-1.0, -0.1, 0.4]],
  "de_lowest_kcal_mol": 0.0,
  "smiles": "FC(F)CC(F)(F)F",
  "homo_lumo_gap_ha": 0.4916,
  "charge": 0
}



{
  "formula": "C6H9BNO8Si",
  "method": "ωB97M-V/def2-TZVPD",
  "elements": ["Si", "O", "O", "O", "O", "O", "O", "O", "O", "N", "C", "C", "C", "C", "C", "C", "B", "H", "H", "H", "H", "H", "H", "H", "H", "H"],
  "coordinates": [[1.481, -3.167, -1.989], [-0.440, 2.473, 0.184], [-2.319, 1.608, -0.710], [2.068, 5.293, 2.528], [1.424, 1.991, 1.684], [-0.896, 1.984, 2.427], [0.309, 4.035, 1.896], [-2.875, 0.948, 2.121], [3.485, 2.693, 2.267], [-0.922, -1.105, -1.534], [-0.348, -3.477, -1.630], [2.321, 2.884, 2.068], [1.577, 4.251, 2.205], [-1.905, 1.522, 1.714], [-1.605, 1.862, 0.220], [-0.996, -2.372, -0.807], [0.104, 2.620, 1.549], [-0.996, -1.279, -2.530], [-1.684, -0.479, -1.298], [1.709, -2.826, -3.414], [-2.022, -2.647, -0.533], [2.244, -4.414, -1.722], [-0.886, -3.595, -2.576], [-0.437, -2.264, 0.129], [-0.429, -4.437, -1.114], [2.039, -2.101, -1.136]],
  "forces_ev_per_angstrom": [[0.0, 0.0, 0.0], [0.0, 0.1, -0.1], [0.0, 0.0, -0.1], [0.0, 0.0, 0.0], [0.1, -0.1, 0.0], [0.0, 0.0, 0.1], [0.0, 0.1, 0.0], [0.0, 0.0, 0.0], [0.0, 0.0, 0.0], [-0.1, -0.2, -0.2], [0.1, -0.2, 0.0], [-0.1, 0.3, 0.0], [0.2, -0.2, 0.0], [0.0, 0.0, -0.3], [-0.1, -0.1, 0.3], [0.0, 0.2, 0.1], [0.0, 0.0, 0.0], [-0.1, 0.0, 0.0], [0.2, 0.1, 0.1], [0.0, 0.0, 0.0], [0.0, 0.0, -0.1], [0.0, 0.0, 0.0], [0.0, 0.0, 0.0], [-0.1, 0.0, 0.0], [0.0, 0.0, 0.0], [0.0, 0.0, 0.0]],
  "homo_lumo_gap_ha": 0.3631,
  "charge": -1
}



{
  "formula": "C4H10N2OS",
  "method": "ωB97M-V/def2-TZVPD",
  "elements": ["S", "O", "N", "N", "C", "C", "C", "C", "H", "H", "H", "H", "H", "H", "H", "H", "H", "H"],
  "coordinates": [[0.928, 2.969, 0.908], [1.194, 0.336, 0.869], [-1.229, 2.333, -1.041], [-0.522, 1.356, -0.329], [-0.596, -1.231, 1.186], [0.675, -1.626, -0.889], [0.773, -1.073, 0.692], [0.493, 1.486, 0.548], [-1.325, -0.683, 0.593], [-0.485, 0.363, -1.101], [1.715, -1.544, 1.035], [-1.110, 3.258, -0.212], [-0.947, 2.752, -2.199], [-0.171, -1.353, -1.394], [-0.758, -1.008, 2.330], [0.720, -2.715, -0.513], [-0.936, -2.243, 1.119], [1.581, -1.377, -1.601]],
  "forces_ev_per_angstrom": [[1.1, 2.1, 1.7], [-0.6, 1.1, 0.0], [-0.3, 5.1, 0.8], [-0.2, -5.7, -5.5], [-1.5, -0.6, 3.6], [4.8, -1.0, 3.0], [1.1, 1.9, -3.9], [0.4, -2.3, -2.1], [0.3, 0.3, 0.2], [-0.1, 4.0, 3.7], [-1.3, -0.2, 0.6], [-0.3, -3.0, -3.6], [0.3, -1.8, 4.7], [-2.5, 0.2, -1.0], [0.5, 0.0, -2.2], [-0.3, 1.3, -1.7], [0.0, -0.9, -0.2], [-1.5, -0.5, 1.8]],
  "de_lowest_kcal_mol": 144.1,
  "smiles": "CC(C)OC(=S)NN",
  "homo_lumo_gap_ha": 0.3276,
  "charge": 0
}



{
  "formula": "C14H18N2O4",
  "method": "ωB97M-V/def2-TZVPD",
  "elements": ["O", "O", "O", "O", "N", "N", "C", "C", "C", "C", "C", "C", "C", "C", "C", "C", "C", "C", "C", "C", "H", "H", "H", "H", "H", "H", "H", "H", "H", "H", "H", "H", "H", "H", "H", "H", "H", "H"],
  "coordinates": [[-1.814, 2.421, -1.449], [-6.810, -0.415, -0.052], [1.174, -1.708, -0.817], [-0.428, 2.773, 0.294], [1.055, 0.516, -0.517], [3.688, 0.834, -0.608], [-3.423, 0.766, 0.697], [-5.452, -0.437, 0.054], [-1.101, -0.221, 0.439], [-3.285, -1.401, -0.238], [5.010, -0.511, 0.846], [4.271, 0.828, 0.791], [-0.940, 2.046, -0.701], [-0.391, 0.592, -0.679], [3.278, -0.529, -0.893], [-4.840, 0.681, 0.613], [4.043, -1.393, 0.148], [-2.631, -0.279, 0.268], [-4.655, -1.492, -0.363], [1.743, -0.646, -0.737], [-2.636, -2.211, -0.590], [0.175, 2.249, 0.862], [3.306, -1.766, 0.899], [3.510, -0.829, -1.933], [4.441, -2.325, -0.263], [3.444, 0.812, 1.563], [-5.562, 1.426, 0.962], [5.288, -0.782, 1.911], [-2.953, 1.678, 1.107], [1.646, 1.365, -0.560], [-0.847, 0.270, 1.367], [-5.137, -2.365, -0.848], [-7.122, -1.271, -0.365], [4.404, 1.219, -1.227], [4.907, 1.733, 0.980], [-0.669, -1.175, 0.402], [5.945, -0.516, 0.247], [-0.630, 0.064, -1.608]],
  "forces_ev_per_angstrom": [[1.4, 0.0, 1.1], [0.0, -0.2, 0.0], [0.0, -0.9, -0.2], [0.3, 0.8, 0.7], [1.0, 1.3, 0.2], [0.8, 1.4, 1.0], [-1.4, 0.8, 0.4], [0.7, 0.4, 0.3], [-1.4, 1.7, -0.7], [1.1, -0.5, -0.4], [1.5, 0.6, 0.8], [-0.1, 0.4, -0.3], [-0.5, -1.7, -1.0], [-0.5, -0.7, -0.6], [0.1, 0.1, 0.1], [0.4, 0.1, 0.0], [-2.0, -2.2, 0.6], [0.5, -0.1, 0.4], [-0.7, -0.7, -0.6], [0.0, 0.4, 0.0], [-0.4, 0.1, 0.1], [-0.4, 0.2, -0.5], [0.2, 0.2, -0.5], [-0.1, 0.2, 0.5], [0.2, 0.3, -0.1], [0.7, 0.1, -0.9], [0.7, 0.2, 0.0], [-0.5, 0.0, -1.3], [-0.4, -0.5, -0.2], [-0.5, -0.8, -0.1], [0.0, -0.1, 0.6], [0.5, 0.5, 0.4], [0.0, 0.0, 0.0], [-0.4, -0.5, 0.1], [-0.6, -0.8, -0.3], [0.5, -1.4, 0.1], [-0.3, 0.5, 0.5], [-0.2, 0.5, -0.1]],
  "de_lowest_kcal_mol": 25.8,
  "smiles": "O=C(O)[C@H](Cc1ccc(O)cc1)NC(=O)[C@@H]1CCCN1",
  "homo_lumo_gap_ha": 0.3269,
  "charge": 0
}



{
  "formula": "C9H19N5O4S",
  "method": "ωB97M-V/def2-TZVPD",
  "elements": ["S", "O", "O", "O", "O", "N", "N", "N", "N", "N", "C", "C", "C", "C", "C", "C", "C", "C", "C", "H", "H", "H", "H", "H", "H", "H", "H", "H", "H", "H", "H", "H", "H", "H", "H", "H", "H", "H"],
  "coordinates": [[0.129, 1.208, -0.053], [-0.331, -6.090, -3.157], [-1.142, 1.256, -0.718], [-1.840, -6.432, -1.660], [1.296, 1.597, -0.788], [1.462, -4.042, -2.457], [0.329, -2.564, -1.132], [-0.961, -5.789, -2.180], [-0.698, -4.604, -1.575], [0.372, -0.334, 0.601], [0.429, -3.744, -1.806], [1.466, -1.662, -1.161], [-0.191, 3.649, 1.055], [-0.780, -1.207, 0.541], [1.600, -0.998, 0.209], [-0.502, 6.031, 1.820], [-0.284, 4.588, 2.258], [-0.905, -1.865, -0.838], [0.032, 2.204, 1.457], [-1.664, -0.602, 0.740], [-0.792, 1.804, 2.041], [0.973, 2.057, 1.978], [-0.568, 6.686, 2.685], [2.352, -2.243, -1.412], [1.484, -4.959, -2.883], [-1.423, 6.120, 1.250], [1.838, -1.744, 0.974], [-1.064, -1.066, -1.575], [-1.251, -4.455, -0.739], [1.320, -0.883, -1.919], [-1.770, -2.527, -0.863], [-1.110, 4.273, 2.899], [-1.109, 3.705, 0.468], [0.636, 4.519, 2.842], [0.634, 3.955, 0.408], [-0.670, -1.967, 1.321], [0.321, 6.367, 1.195], [2.382, -0.242, 0.177]],
  "forces_ev_per_angstrom": [[0.0, -0.1, 1.0], [0.4, -0.2, -0.6], [-0.2, -0.1, 0.2], [-0.6, -0.4, 0.3], [0.3, 0.0, 0.1], [0.6, 0.1, -0.5], [-0.2, 0.2, 0.4], [0.1, 0.3, 0.3], [0.1, 1.3, 0.6], [-0.1, 1.0, -0.3], [0.0, -1.1, -0.4], [0.4, 0.0, 0.3], [0.0, 0.1, 0.2], [-0.6, -0.1, -0.2], [0.5, 0.0, -0.4], [0.0, -0.2, 0.2], [0.0, 0.0, -0.3], [-0.2, 0.2, 0.2], [0.0, -0.2, -0.9], [-0.1, -0.2, 0.1], [-0.1, -0.1, 0.1], [0.1, -0.1, 0.1], [0.0, 0.1, 0.0], [-0.1, 0.1, 0.0], [-0.3, 0.0, 0.2], [-0.1, 0.1, -0.1], [0.0, 0.0, 0.0], [-0.1, -0.2, 0.0], [0.1, -0.4, -0.3], [0.0, -0.1, -0.1], [0.0, 0.0, 0.0], [0.0, 0.0, 0.1], [0.0, 0.1, 0.0], [0.0, 0.0, 0.1], [0.0, 0.1, 0.0], [0.0, 0.0, 0.0], [0.1, 0.1, -0.1], [0.1, -0.2, 0.0]],
  "smiles": "[H]/N=C(\\N[N+](=O)[O-])N1CCN(S(=O)(=O)CCCC)CC1",
  "homo_lumo_gap_ha": 0.3489,
  "charge": 0
}



{
  "formula": "C9H9BrOS",
  "method": "ωB97M-V/def2-TZVPD",
  "elements": ["Br", "S", "O", "C", "C", "C", "C", "C", "C", "C", "C", "C", "H", "H", "H", "H", "H", "H", "H", "H", "H"],
  "coordinates": [[-0.814, 3.015, -2.217], [-0.929, 1.947, 0.607], [-1.843, 0.119, -2.410], [1.496, -2.502, -0.283], [-0.406, -1.062, -0.804], [0.903, -1.623, -1.088], [-0.905, -1.423, 0.451], [-0.131, 3.500, 1.136], [-0.201, 1.771, -0.924], [-0.313, -2.338, 1.318], [-1.104, -0.208, -1.553], [0.873, -2.911, 0.893], [-1.979, -1.009, 0.773], [0.911, 1.800, -0.883], [1.191, -3.548, 1.694], [0.949, 3.302, 1.065], [-0.449, 3.667, 2.081], [-0.857, -2.708, 2.241], [1.420, -1.287, -1.895], [-0.327, 4.261, 0.435], [2.515, -2.764, -0.638]],
  "forces_ev_per_angstrom": [[-0.1, 0.2, -0.6], [-0.4, 0.4, 1.1], [0.6, -1.8, 1.3], [1.7, -1.1, 0.7], [3.2, -4.6, 3.6], [-3.5, 1.6, 0.3], [-4.1, 1.1, 0.9], [1.7, -2.2, -2.5], [0.4, -1.9, -0.7], [-0.6, -0.2, -0.7], [-1.1, 6.8, -3.7], [-0.6, 0.1, 1.8], [2.5, -0.8, -0.8], [-0.8, -0.2, -0.2], [1.3, -0.8, -0.5], [-0.2, 0.2, 0.5], [-0.8, 0.9, 3.0], [0.9, 0.8, -1.2], [1.2, 0.9, -2.4], [-0.7, 1.1, -0.6], [-0.8, -0.4, 0.8]],
  "de_lowest_kcal_mol": 50.1,
  "homo_lumo_gap_ha": [0.2735, 0.2735],
  "charge": 0
}



{
  "formula": "C32H39CoN6O4PSSe",
  "method": "ωB97M-V/def2-TZVPD",
  "elements": ["Se", "Co", "S", "P", "O", "O", "O", "O", "N", "N", "N", "N", "N", "N", "C", "C", "C", "C", "C", "C", "C", "C", "C", "C", "C", "C", "C", "C", "C", "C", "C", "C", "C", "C", "C", "C", "C", "C", "C", "C", "C", "C", "C", "C", "C", "C", "H", "H", "H", "H", "H", "H", "H", "H", "H", "H", "H", "H", "H", "H", "H", "H", "H", "H", "H", "H", "H", "H", "H", "H", "H", "H", "H", "H", "H", "H", "H", "H", "H", "H", "H", "H", "H", "H", "H"],
  "coordinates": [[1.216, 1.622, 7.332], [0.075, -0.253, -0.022], [3.760, -3.080, 1.036], [-1.965, 2.340, 0.041], [-3.237, 1.852, 0.862], [-2.608, 2.610, -1.385], [-1.185, 1.019, -0.187], [-1.161, 3.421, 0.636], [1.215, 1.199, 1.171], [-1.463, -1.530, -1.343], [1.824, 2.309, 5.826], [1.688, -1.918, 0.104], [0.289, 0.362, 6.520], [-0.285, -0.918, 1.907], [-1.016, -1.371, 4.554], [-2.601, 2.079, 3.199], [-4.939, 1.572, 2.459], [-3.673, 2.360, 2.149], [1.037, 0.995, 2.492], [1.586, 0.800, -4.408], [2.487, 0.974, -3.366], [2.149, 0.555, -2.085], [-2.851, -1.406, -0.870], [2.333, -2.167, 1.214], [0.366, 0.190, -4.171], [1.838, 2.290, 0.768], [-1.127, -1.889, 2.237], [-3.029, 3.385, -3.565], [2.281, 2.993, 3.000], [1.577, 1.875, 3.443], [-2.722, 5.021, -1.689], [-0.129, -0.347, 4.233], [0.020, -0.227, -2.885], [-1.534, -2.146, 3.536], [1.327, 1.602, 4.843], [-0.760, 3.705, -2.558], [2.397, 3.213, 1.647], [0.202, -0.124, 2.887], [3.478, -3.160, -0.650], [2.345, -2.489, -0.962], [-2.262, 3.696, -2.286], [0.470, 0.513, 5.232], [-3.975, 3.852, 2.062], [-1.340, -0.822, -2.636], [-1.134, -2.948, -1.503], [0.902, -0.004, -1.838], [2.014, -1.838, 2.190], [2.884, 0.653, -1.293], [2.893, 4.092, 1.262], [-3.788, 4.978, -1.461], [2.693, 3.678, 3.729], [-2.668, 2.453, -4.005], [-1.283, -1.533, 5.590], [3.457, 1.423, -3.540], [-1.482, -2.506, 1.421], [-3.064, 4.406, 1.837], [-1.257, -3.472, -0.554], [1.960, -2.379, -1.962], [-4.380, 4.202, 3.012], [-2.951, 2.410, 4.177], [-2.232, -2.943, 3.747], [-3.550, -1.806, -1.615], [-2.893, 4.191, -4.285], [-5.689, 1.758, 1.689], [-4.092, 3.282, -3.348], [4.142, -3.684, -1.317], [-3.082, -0.363, -0.680], [-1.605, -1.498, -3.457], [-5.339, 1.875, 3.426], [-2.059, 0.002, -2.634], [-4.712, 4.040, 1.280], [-2.990, -1.966, 0.055], [-4.719, 0.504, 2.479], [-1.681, 2.612, 2.951], [-0.338, 0.037, -4.983], [-0.214, 3.959, -1.650], [1.887, 2.455, -0.300], [1.841, 1.128, -5.408], [-0.536, 4.445, -3.327], [-0.103, -3.068, -1.828], [-2.167, 5.225, -0.773], [-1.796, -3.427, -2.235], [-2.391, 1.007, 3.246], [-2.550, 5.831, -2.397], [-0.430, 2.723, -2.907]],
  "forces_ev_per_angstrom": [[0.1, 0.1, 0.3], [0.2, -0.2, -0.5], [-0.2, 0.1, -0.1], [0.2, -0.5, -0.2], [0.1, 0.1, -0.1], [0.0, 0.0, 0.3], [-1.0, 0.5, 0.1], [-0.1, 0.2, 0.1], [-0.2, -0.5, 0.3], [0.2, 0.2, 0.2], [0.1, 0.2, -0.3], [0.2, -0.1, 0.2], [-0.2, -0.3, -0.1], [-0.3, 0.2, 0.8], [0.0, -0.1, -0.1], [0.0, 0.0, -0.1], [0.2, 0.0, -0.2], [-0.2, 0.1, 0.4], [0.6, 0.9, -0.1], [0.0, 0.0, 0.0], [0.0, 0.0, 0.1], [0.1, -0.1, 0.0], [-0.1, 0.0, 0.0], [0.2, -0.1, 0.0], [0.0, -0.1, 0.0], [0.0, 0.1, -0.2], [0.0, -0.2, -0.2], [0.0, -0.1, 0.2], [0.0, 0.0, -0.1], [-0.3, -0.3, -0.4], [0.0, -0.2, 0.1], [0.2, 0.0, -0.4], [0.0, -0.1, 0.0], [0.1, 0.1, 0.3], [-0.1, -0.1, 0.4], [-0.1, -0.1, 0.1], [0.0, 0.0, 0.2], [-0.5, -0.6, 0.3], [0.0, 0.0, 0.1], [0.1, -0.1, -0.1], [0.1, 0.3, -0.3], [0.2, 0.2, 0.3], [0.1, -0.1, -0.1], [0.0, 0.2, 0.0], [0.1, -0.1, 0.0], [0.4, -0.1, -0.7], [0.0, 0.1, 0.0], [0.0, 0.0, 0.0], [0.0, 0.0, 0.0], [0.0, 0.0, 0.0], [0.0, 0.0, 0.0], [0.0, 0.0, 0.0], [0.0, 0.0, 0.0], [0.0, 0.0, -0.1], [0.0, 0.0, 0.0], [0.0, 0.0, 0.0], [0.1, 0.0, 0.0], [0.0, 0.1, 0.0], [0.0, 0.0, 0.0], [0.0, 0.0, 0.0], [0.0, 0.0, -0.1], [0.0, 0.0, 0.0], [0.0, 0.0, 0.0], [0.0, 0.0, 0.0], [0.0, 0.0, 0.0], [0.0, 0.0, 0.0], [0.0, 0.0, 0.0], [-0.1, 0.0, 0.0], [0.0, 0.0, 0.0], [0.0, 0.0, 0.0], [0.0, 0.0, 0.0], [0.0, 0.0, 0.0], [0.0, 0.0, 0.0], [0.0, 0.0, 0.0], [0.0, 0.0, 0.0], [0.0, 0.0, 0.0], [0.0, -0.1, 0.0], [0.0, 0.0, 0.0], [0.0, 0.0, 0.0], [-0.1, 0.0, 0.0], [0.0, 0.0, 0.0], [0.0, 0.0, 0.0], [-0.1, 0.0, 0.0], [0.0, 0.0, 0.0], [0.0, 0.0, 0.0]],
  "spin_multiplicity": 5,
  "de_lowest_kcal_mol": 18.7,
  "homo_lumo_gap_ha": [0.2786, 0.2724],
  "charge": 1
}



{
  "formula": "C3H7N2",
  "method": "ωB97M-V/def2-TZVPD",
  "elements": ["N", "N", "C", "C", "C", "H", "H", "H", "H", "H", "H", "H"],
  "coordinates": [[-0.845, -0.054, -0.779], [1.067, 0.443, -0.491], [0.053, 0.049, 0.239], [0.224, 0.339, -1.688], [-0.238, -0.497, 1.943], [-0.937, 0.257, 2.284], [0.740, -0.293, 2.469], [0.182, 1.357, -2.336], [2.028, 0.723, -0.322], [-1.904, -0.153, -0.720], [0.283, -0.606, -2.342], [-0.654, -1.565, 1.743]],
  "forces_ev_per_angstrom": [[-1.2, 0.6, 2.6], [0.4, -0.2, -0.7], [-2.5, -1.8, 3.5], [-0.4, 0.9, -3.5], [1.3, 0.8, -4.0], [-0.4, -0.3, 0.1], [-1.1, -1.0, -0.6], [-0.3, -2.5, 1.7], [-0.3, -0.3, 0.0], [2.3, 0.2, -0.6], [1.1, 1.7, 0.7], [1.0, 2.0, 0.9]],
  "de_lowest_kcal_mol": 46.4,
  "homo_lumo_gap_ha": 0.4497,
  "charge": 1
}



> Number 8 is which compound?

C3H7N2



> Which of these has the lowest charge?

C6H9BNO8Si